Entry 1:
This record from OMol25 describes a structure of composition C18H19N3O3S. The level of theory is ωB97M-V with the def2-TZVPD basis set.

The charge is 0. The calculation puts the HOMO energy at -0.2895 hartree. The value obtained for the LUMO energy is 0.452 eV. Its maximum force is 19.0 eV/A. The energy is -40407.184 eV.

The geometry in XYZ format:
```
44
Properties=species:S:1:pos:R:3:forces:R:3:lowdin_charge:R:1
C -5.4142 -0.4838 -1.9983 -4.457 -6.650 -0.005 -0.020
C -4.4304 -1.3584 -1.1977 -9.687 -5.837 -8.544 -0.475
H -5.0397 -1.8802 -0.5635 -2.130 -2.711 1.182 0.096
H -3.8620 -2.0118 -1.8132 0.199 -0.984 -1.101 0.135
O -3.6901 -0.7266 -0.5420 8.889 10.782 12.806 -0.028
C -4.2599 -0.1659 0.8023 -3.283 -0.636 -0.502 -0.225
O -5.4140 -0.3848 1.3157 6.306 0.588 -3.411 0.083
C -3.1912 0.7227 1.4135 -0.499 -0.973 1.039 -0.427
H -2.8013 0.0704 2.2047 0.396 -0.039 -0.154 0.098
H -3.5961 1.5227 1.9942 -0.962 0.487 0.137 0.074
S -1.8480 1.4834 0.5358 0.886 -2.408 -0.749 1.004
C -1.0161 -0.1139 0.3323 0.099 -3.039 2.227 -0.421
N -1.0892 -1.4530 1.0534 -11.714 10.240 5.266 0.003
N -0.1965 -2.1082 0.8148 9.310 -10.062 -4.720 -0.001
C 0.5029 -1.7142 -0.3043 -3.333 2.367 4.300 -0.241
N 0.0397 -0.4470 -0.3236 2.516 2.875 -6.456 -0.089
C 0.6652 0.3862 -1.3315 -0.923 4.890 -0.935 -0.028
C 1.2465 1.6369 -0.5907 1.190 1.333 -0.582 -0.112
C 2.3040 1.8309 0.2744 -6.014 6.246 -2.934 -0.053
C 2.3902 3.1412 0.7370 -0.706 1.470 -3.732 0.014
C 1.5771 3.7799 -0.3300 5.576 7.101 8.767 -0.236
O 0.8121 3.0389 -0.8673 -4.121 -7.078 -5.199 0.029
H 1.4603 4.9483 -0.3312 -0.195 -2.462 -0.530 0.163
H 3.0164 3.5489 1.5322 -0.151 0.057 -0.755 0.098
H 2.6557 1.0547 0.5774 4.916 -8.836 4.045 0.003
H -0.1116 0.9718 -1.9941 0.936 -1.679 0.963 0.165
H 1.3519 -0.1466 -2.0403 -0.526 0.536 1.140 0.132
C 1.6831 -2.2268 -0.8772 -2.325 -4.441 10.034 -0.162
C 2.8732 -1.8157 -0.2872 6.813 2.605 -4.123 -0.237
C 3.3135 -1.8282 1.0240 0.272 1.932 -0.855 -0.047
C 4.4677 -1.1010 1.3421 -1.606 -3.493 5.823 -0.080
C 5.2882 -0.6416 0.3597 5.363 2.169 9.819 -0.251
C 5.0330 -0.5669 -0.8398 -4.228 -1.105 -12.047 -0.111
C 3.8012 -1.3131 -1.3225 1.538 2.130 4.192 0.064
H 3.5552 -1.2468 -2.3523 -0.422 -0.184 -0.721 0.083
H 5.7135 0.0552 -1.5346 -1.298 -1.499 0.838 0.142
H 6.2641 -0.1557 0.6576 -1.157 -0.469 0.177 0.135
H 4.6989 -1.2032 2.7108 -0.201 0.777 -4.780 0.208
H 2.5799 -2.2040 1.6707 -0.430 -0.473 1.638 0.096
H 1.4852 -3.3096 -0.4530 0.483 1.179 -0.788 0.197
H 1.6240 -2.4030 -1.7711 -0.008 -1.143 -9.952 0.038
H -4.9923 0.2459 -2.4578 3.063 4.396 -3.695 -0.005
H -6.1621 -1.1614 -2.6993 2.329 1.567 1.170 0.145
H -6.1779 -0.0199 -1.4435 -0.704 0.471 1.707 0.048
```
Positions in Å, forces in eV/Å.

***

Entry 2:
This record from OMol25 describes the molecule C18H19N5O3. The level of theory is ωB97M-V with the def2-TZVPD basis set.

The charge is 0. The calculation puts the HOMO energy at -0.2996 hartree. The value obtained for the LUMO energy is 0.467 eV. Its maximum force is 1.6 eV/A. The energy is -32565.987 eV. The SMILES is COc1ccccc1OCc1nc(C#N)c(NCCCn2ccnc2)o1.

The geometry in XYZ format:
```
45
Properties=species:S:1:pos:R:3:forces:R:3:lowdin_charge:R:1
C -1.9961 -0.5139 2.4226 0.023 -0.186 0.201 -0.074
O -2.2199 0.2864 1.2878 -0.204 0.226 -0.372 -0.080
C -3.2647 -0.0281 0.4700 0.032 0.198 -0.043 -0.204
C -4.1439 -1.0830 0.6789 0.205 0.052 0.173 -0.013
C -5.1834 -1.3166 -0.2059 -0.098 0.003 -0.096 -0.085
C -5.3654 -0.5056 -1.3087 -0.078 -0.120 -0.012 -0.089
C -4.4904 0.5434 -1.5330 0.225 0.133 0.155 -0.005
C -3.4493 0.7915 -0.6565 0.037 -0.035 0.022 -0.209
O -2.6037 1.8668 -0.8843 -0.415 -0.042 0.251 -0.033
C -1.4719 1.5524 -1.6794 0.285 0.015 0.015 -0.088
C -0.5843 0.5764 -0.9936 -0.318 -0.675 -0.594 -0.305
N -0.6384 -0.7040 -1.0790 -0.223 0.369 -0.525 0.226
C 0.2777 -1.1793 -0.1714 0.286 1.537 0.362 -0.243
C 0.5358 -2.5240 0.0973 0.044 -0.395 0.137 -0.192
N 0.7738 -3.6102 0.3856 0.109 -0.383 0.100 0.158
C 0.8640 -0.0856 0.4459 -0.213 -1.126 -0.048 -0.272
N 1.7717 -0.0253 1.4527 -0.226 0.047 -0.041 0.084
C 2.3569 1.2289 1.8701 0.041 0.403 -0.169 -0.171
C 3.1950 1.9454 0.8015 0.071 -0.315 0.150 -0.153
C 4.3201 1.0827 0.2183 -0.016 0.635 0.204 -0.133
N 3.8163 0.0727 -0.6757 0.011 -0.280 -0.277 -0.098
C 3.8706 -1.2857 -0.5141 0.081 -0.262 -0.020 -0.092
C 3.2309 -1.8234 -1.5934 0.135 -0.042 0.232 -0.159
N 2.7879 -0.8315 -2.4078 -0.258 0.055 -0.581 0.076
C 3.1502 0.2822 -1.8381 0.007 0.144 0.017 -0.186
O 0.3294 1.0271 -0.0793 0.361 0.090 0.437 0.140
H -2.8517 -0.4888 3.1049 0.028 -0.018 -0.021 0.098
H -1.7762 -1.5508 2.1471 -0.022 0.039 0.013 0.098
H -1.1273 -0.0845 2.9208 -0.051 -0.061 -0.006 0.092
H -4.0225 -1.7363 1.5281 0.052 -0.028 0.090 0.105
H -5.8525 -2.1440 -0.0239 -0.055 -0.066 0.016 0.104
H -6.1771 -0.6890 -1.9954 -0.071 -0.015 -0.060 0.101
H -4.6077 1.1903 -2.3893 0.011 0.098 -0.076 0.122
H -1.7797 1.1268 -2.6430 0.112 0.056 0.162 0.142
H -0.9504 2.5003 -1.8277 -0.057 -0.108 -0.089 0.138
H 2.3249 -0.8622 1.5589 -0.100 0.039 -0.056 0.133
H 2.9704 1.0188 2.7488 -0.079 0.052 -0.011 0.125
H 1.5397 1.8936 2.1667 0.138 -0.029 0.129 0.125
H 3.6314 2.8343 1.2586 -0.002 0.065 -0.019 0.116
H 2.5399 2.2700 -0.0080 0.056 0.094 0.015 0.101
H 5.0134 1.7279 -0.3333 0.000 -0.145 0.136 0.128
H 4.8765 0.5887 1.0197 0.015 0.020 -0.121 0.129
H 4.3619 -1.7417 0.3217 0.129 -0.070 0.184 0.115
H 3.0568 -2.8529 -1.8296 -0.003 -0.263 0.047 0.099
H 2.9612 1.2599 -2.2356 -0.005 0.291 -0.012 0.128
```
Positions in Å, forces in eV/Å.

***

Entry 3:
This record from OMol25 describes the molecule C18H19N5S. The level of theory is ωB97M-V with the def2-TZVPD basis set.

The charge is 0. The calculation puts the HOMO energy at -0.2534 hartree. The value obtained for the LUMO energy is 0.622 eV. Its maximum force is 2.5 eV/A. The energy is -37259.423 eV. The SMILES is c1cn2c(NC3CCCCC3)c(-c3ccc4[nH]ncc4c3)nc2s1.

The geometry in XYZ format:
```
43
Properties=species:S:1:pos:R:3:forces:R:3:lowdin_charge:R:1
C 2.0887 4.4976 -0.8429 -0.288 -0.945 -0.059 -0.365
C 1.7771 3.4119 -0.0664 0.843 1.918 -0.833 -0.140
N 0.8812 2.5382 -0.6781 1.007 0.768 0.939 -0.016
C 0.2838 1.3496 -0.3911 -1.072 -1.838 -0.917 -0.183
N 0.4148 0.5224 0.7205 0.018 1.282 0.577 0.084
C 1.0989 0.9054 1.9640 -0.633 -0.992 -0.166 -0.312
C 0.3851 0.2184 3.1663 1.094 0.228 -0.111 -0.139
C 0.5603 -1.3027 3.1619 0.121 0.392 -0.967 -0.205
C 2.0146 -1.7036 3.0310 1.233 0.106 0.517 -0.208
C 2.7271 -1.0547 1.8119 0.142 0.489 1.607 -0.173
C 2.5494 0.4771 1.8780 0.527 -0.276 0.346 -0.166
C -0.4452 1.0387 -1.5372 -0.410 0.053 0.387 -0.172
C -1.3554 -0.1305 -1.7301 -0.122 0.335 -1.773 -0.131
C -1.8299 -0.9943 -0.7071 -0.641 -0.303 -0.851 -0.033
C -2.7307 -2.0254 -0.9993 0.551 0.710 0.635 -0.008
C -3.1503 -2.1883 -2.3127 -0.894 -1.132 -0.129 -0.232
N -4.0172 -3.0578 -2.9308 -0.112 -0.248 0.646 0.022
N -4.1838 -2.8110 -4.2648 -0.282 -0.797 0.922 0.053
C -3.4036 -1.8169 -4.5155 0.644 1.176 -0.391 -0.108
C -2.7384 -1.3751 -3.3248 1.515 1.841 -0.838 -0.184
C -1.8329 -0.3405 -3.0546 0.164 0.556 0.597 0.041
N -0.2965 2.0345 -2.5191 0.732 0.428 1.133 0.115
C 0.4990 2.9156 -1.9434 -0.537 -0.451 -1.070 -0.589
S 1.2662 4.4421 -2.4346 -0.004 -0.692 1.180 0.982
H 2.8229 5.2934 -0.6130 -0.784 -0.714 -0.145 0.076
H 2.2286 3.2881 0.9081 -0.330 -0.400 -0.109 0.107
H 0.2710 -0.4645 0.5768 0.179 0.278 -0.244 0.098
H 1.0426 1.9848 2.0890 -0.208 0.031 -0.060 0.125
H -0.6525 0.4709 3.1709 -0.798 0.237 -0.179 0.100
H 0.7856 0.6186 4.1168 0.094 -0.122 -0.398 0.123
H 0.0261 -1.7604 2.2996 -0.061 0.223 0.577 0.113
H 0.1455 -1.6616 4.0849 -0.343 -0.533 0.311 0.102
H 2.1147 -2.7898 2.9826 -0.108 -0.042 -0.126 0.104
H 2.5896 -1.4290 3.9602 -0.542 0.008 -0.721 0.125
H 3.7972 -1.3088 1.8874 -0.360 0.118 -0.286 0.113
H 2.3383 -1.4507 0.8986 -0.232 -0.299 -0.734 0.095
H 3.0465 0.8366 2.7760 0.260 0.044 0.253 0.115
H 3.0337 0.9800 1.0426 0.038 -0.068 -0.210 0.104
H -1.5933 -0.8019 0.3259 0.022 -0.042 0.092 0.086
H -3.1311 -2.6109 -0.1881 -0.035 -0.218 0.056 0.103
H -4.5397 -3.7508 -2.4392 -0.375 -0.341 -0.336 0.142
H -3.3038 -1.3678 -5.5054 -0.177 -0.368 0.320 0.117
H -1.5844 0.3730 -3.8546 0.165 -0.399 0.557 0.117
```
Positions in Å, forces in eV/Å.

***

Entry 4:
This record from OMol25 describes the molecule C18H19NO2. The level of theory is ωB97M-V with the def2-TZVPD basis set.

The charge is 0. The calculation puts the HOMO energy at -0.3173 hartree. The value obtained for the LUMO energy is 0.668 eV. Its maximum force is 7.1 eV/A. The energy is -24556.965 eV. The SMILES is C[C@]1(CO)COC(Cc2ccc(-c3ccccc3)cc2)=N1.

The geometry in XYZ format:
```
40
Properties=species:S:1:pos:R:3:forces:R:3:lowdin_charge:R:1
C -2.5769 -3.5680 2.2692 -0.286 1.395 2.182 -0.057
C -1.3645 -3.8944 1.4624 -0.251 -1.591 0.170 -0.550
C -1.3305 -5.4713 1.4331 -0.681 -2.161 -0.600 -0.181
O -0.2814 -6.1321 0.6752 0.141 1.731 -0.966 -0.111
C -0.0353 -3.4508 1.9526 1.867 -0.021 2.225 -0.124
O 0.5305 -2.5235 1.0319 -1.259 0.481 -2.279 0.014
C -0.4627 -2.4600 0.0475 -1.107 -0.223 -0.020 -0.287
C -0.3815 -1.7601 -1.3097 0.969 0.566 1.092 -0.051
C -0.1262 -0.2472 -1.2380 2.750 -1.543 0.936 -0.216
C -1.0380 0.7400 -1.4580 -1.958 2.108 -1.233 -0.049
C -0.6687 2.1382 -1.4819 -0.170 -1.232 1.215 -0.023
C 0.5944 2.5005 -0.9996 0.321 1.173 -0.569 -0.173
C 1.0873 3.9810 -0.8959 -0.751 0.119 -0.220 -0.113
C 2.3428 4.3637 -1.4594 -0.148 -3.263 -0.192 -0.062
C 2.8028 5.6385 -1.3378 -1.628 0.739 0.813 -0.100
C 2.0391 6.5793 -0.6358 1.589 1.289 -0.798 -0.094
C 0.8109 6.2704 -0.1320 -0.772 2.228 0.781 -0.137
C 0.2914 5.0446 -0.3030 0.803 -3.516 -0.462 -0.050
C 1.5011 1.4632 -0.7029 0.902 -2.326 -0.287 -0.033
C 1.2506 0.0663 -0.8513 -5.126 4.743 -1.060 0.017
N -1.5351 -3.1197 0.2684 1.037 -0.722 -1.709 0.161
H -2.6926 -2.4413 2.5100 0.405 -1.810 -0.350 0.126
H -2.5679 -4.1610 3.2042 -0.221 0.497 -0.204 0.088
H -3.4338 -3.8517 1.6906 -0.541 -0.148 -0.239 0.074
H -2.2020 -5.9422 0.8933 -0.119 1.057 1.249 0.130
H -1.2548 -5.9330 2.5300 -0.174 1.336 -2.323 0.167
H -0.4039 -5.8026 -0.2623 0.322 -0.639 1.504 0.111
H -0.2464 -2.9279 2.8745 0.584 0.313 0.565 0.125
H 0.7514 -4.2300 2.1215 -0.962 0.413 -0.146 0.148
H -1.3113 -2.0026 -1.8196 0.222 -0.127 -0.011 0.115
H 0.5053 -2.2469 -1.7695 -0.638 0.360 -0.277 0.134
H -2.1529 0.5798 -1.7169 2.071 -0.316 0.378 0.138
H -1.4606 2.8588 -1.7496 0.740 -0.268 0.184 0.114
H 3.0447 3.5746 -1.9891 -1.800 1.568 1.082 0.151
H 3.6628 5.8724 -1.8757 1.512 0.740 -0.406 0.083
H 2.3901 7.6174 -0.5517 0.014 -0.537 -0.022 0.108
H 0.1699 7.0315 0.3981 0.990 -0.739 -0.646 0.129
H -0.6540 4.9047 0.1790 -0.520 -0.788 -0.149 0.103
H 2.5338 1.6334 -0.4287 -0.048 0.790 0.273 0.102
H 1.8719 -0.6924 -0.5731 1.921 -1.673 0.521 0.073
```
Positions in Å, forces in eV/Å.

***

Entry 5:
This record from OMol25 describes a structure of composition C18H19NO2Zn. The level of theory is ωB97M-V with the def2-TZVPD basis set.

The charge is 0. The calculation puts the HOMO energy (alpha / beta) at -0.2645 / -0.2147 hartree. The value obtained for the LUMO energy (alpha / beta) is -0.994 / -1.010 eV. Its maximum force is 2.4 eV/A. The energy is -72973.847 eV.

The geometry in XYZ format:
```
41
Properties=species:S:1:pos:R:3:forces:R:3:lowdin_charge:R:1
C -2.2047 1.0840 -0.9603 -1.740 0.291 -1.617 -0.296
C -3.3963 -1.9668 -1.3014 0.226 -0.503 -0.117 -0.107
C -1.2554 0.6319 -1.9375 0.260 0.925 0.916 -0.165
H -2.3513 2.1579 -1.1909 0.206 -0.154 0.924 0.120
C -2.1633 -2.4223 -1.5506 -0.585 -0.489 0.198 -0.115
H -4.0665 -2.5986 -0.7008 0.533 0.103 -0.132 0.105
H -0.2896 1.1330 -1.8528 -0.034 0.083 -0.127 0.085
H -1.9151 -3.4113 -1.1399 -0.116 0.374 -0.056 0.102
C -1.3427 -0.3907 -2.9461 0.868 -1.548 -0.915 -0.220
H -0.5039 -0.1980 -3.6409 -0.468 -0.137 0.010 0.114
H -2.2696 -0.3366 -3.5218 0.190 -0.267 -0.021 0.099
C -3.6065 0.4503 -0.7278 0.433 0.554 0.029 -0.182
H -4.3321 1.2744 -0.7176 0.064 -0.212 -0.189 0.108
H -3.6240 0.0643 0.3040 -0.022 -0.075 -0.274 0.107
C -4.0562 -0.6652 -1.6746 -0.566 -0.055 0.328 -0.206
H -4.0025 -0.3950 -2.7407 0.060 -0.071 0.520 0.105
H -5.1193 -0.8263 -1.4416 0.147 0.169 -0.323 0.106
C -1.0789 -1.8356 -2.3886 -0.057 0.632 -0.461 -0.177
H -0.8681 -2.5115 -3.2323 -0.098 0.083 0.157 0.112
H -0.1491 -1.7978 -1.7994 -0.148 -0.036 -0.100 0.091
Zn -0.4681 1.5521 1.0539 -0.013 0.550 1.369 0.844
H -1.7207 1.0531 0.1463 -0.222 -0.115 -0.308 -0.049
O 0.7214 3.7765 4.0945 -0.048 -0.945 -1.285 0.054
C 0.5715 3.0708 3.0895 -1.211 1.639 0.864 -0.575
O -0.4241 3.1219 2.2399 1.128 -0.104 0.871 -0.153
C 1.6330 2.0497 2.7890 0.094 -1.631 -1.426 -0.158
C 2.8346 1.9116 3.4900 0.128 0.026 0.108 0.029
C 3.7333 0.9508 3.0831 -0.086 0.488 0.448 0.020
C 3.4762 0.1178 1.9767 -0.692 -0.052 -0.639 -0.146
C 4.3759 -0.8728 1.5118 -0.179 -0.119 -0.223 -0.023
C 4.0422 -1.6611 0.4269 0.322 0.112 0.382 -0.070
C 2.8464 -1.4395 -0.2936 -0.582 0.860 0.308 -0.053
C 1.9811 -0.4201 0.0982 0.090 -0.674 -0.360 -0.014
C 2.2382 0.3125 1.2775 0.889 0.260 0.859 -0.190
N 1.3550 1.2415 1.7577 1.054 0.292 -0.051 0.036
H 2.9782 2.5904 4.3251 0.206 -0.202 -0.099 0.127
H 4.6733 0.8432 3.6134 -0.029 -0.058 -0.006 0.123
H 5.3245 -0.9764 2.0416 -0.242 -0.170 -0.219 0.119
H 4.7226 -2.4503 0.1108 -0.153 0.196 0.030 0.108
H 2.6013 -2.0499 -1.1675 0.168 0.279 0.293 0.110
H 1.0995 -0.1615 -0.5034 0.230 -0.300 0.335 0.076
```
Positions in Å, forces in eV/Å.

***

Q: Which value of energy does entry 4 give?
A: -24556.965 eV

***

Q: Number 2 is which compound?
A: C18H19N5O3

***

Q: What is the energy in the second record?
A: -32565.987 eV